# 1
Computed, not measured: the molecule C31H38N4O6, with wB97M-V/def2-TZVPD.

Properties
SMILES: CC[C@@H](C)[C@H](NC(=O)[C@H](Cc1ccccc1)n1c(=O)[nH]c2ccccc2c1=O)C(=O)NC[C@H]1CC[C@H](C(=O)O)CC1
Energy above the lowest of the compared OMol25 structures with the same formula, charge and spin (kJ/mol): 0.0
Kohn-Sham gap (eV): 9.09

Each line ends with the Mulliken charge.
Positions of all 79 atoms, in Å:
C 2.607 0.919 4.548  -1.31
H 2.505 1.929 4.940  0.36
H 1.626 0.450 4.528  0.22
C 3.241 0.941 3.161  -0.01
H 3.225 -0.068 2.747  -0.39
C 2.567 1.904 2.176  0.28
C 3.409 2.032 0.906  -1.77
H 4.372 2.472 1.151  0.50
H 3.592 1.066 0.441  0.31
H 2.908 2.680 0.193  0.34
H 2.503 2.895 2.638  0.53
C 1.122 1.478 1.880  -0.28
N 1.089 0.236 1.133  1.33
C 0.049 -0.594 1.148  -0.68
O -0.996 -0.367 1.745  -0.87
C 0.219 -1.906 0.361  -0.02
N 0.226 -1.670 -1.091  0.32
C -0.954 -2.034 -1.747  0.09
O -1.892 -2.531 -1.163  -0.67
N -1.010 -1.782 -3.083  0.20
C 0.002 -1.223 -3.816  -0.23
C -0.136 -0.981 -5.182  -0.54
C 0.914 -0.426 -5.882  -0.54
C 2.107 -0.102 -5.239  -0.70
C 2.244 -0.327 -3.888  -0.62
C 1.193 -0.891 -3.163  0.46
C 1.314 -1.090 -1.722  0.90
O 2.309 -0.752 -1.099  -0.74
H 3.151 -0.075 -3.360  0.52
H 2.919 0.332 -5.801  0.43
H 0.810 -0.240 -6.940  0.41
H -1.066 -1.231 -5.668  0.49
H -1.927 -1.910 -3.521  0.43
H -0.705 -2.468 0.543  0.51
C 1.419 -2.737 0.834  -1.33
C 1.542 -2.763 2.335  0.78
C 2.797 -2.638 2.919  -0.30
C 2.947 -2.664 4.294  -0.58
C 1.838 -2.807 5.108  -0.53
C 0.584 -2.940 4.537  -0.81
C 0.437 -2.925 3.161  -0.29
H -0.548 -3.036 2.735  0.40
H -0.286 -3.058 5.165  0.43
H 1.949 -2.818 6.182  0.40
H 3.931 -2.566 4.729  0.44
H 3.669 -2.528 2.288  0.36
H 2.342 -2.341 0.411  0.31
H 1.294 -3.759 0.460  0.54
H 1.873 0.031 0.522  -0.07
C 0.315 2.574 1.143  0.24
O 0.817 3.515 0.561  -0.72
N -1.011 2.383 1.253  0.09
H -1.343 1.517 1.668  0.26
C -1.970 3.239 0.599  -1.74
H -2.672 3.625 1.347  0.41
H -1.401 4.075 0.183  0.58
C -2.754 2.535 -0.518  0.33
C -1.809 1.869 -1.519  0.16
C -2.602 1.230 -2.653  -1.34
H -3.168 2.001 -3.183  0.60
H -1.927 0.759 -3.370  0.31
C -3.585 0.193 -2.082  1.60
C -4.251 -0.523 -3.227  -0.16
O -3.664 -1.256 -3.993  -0.68
O -5.548 -0.271 -3.357  -0.46
H -5.921 -0.761 -4.108  0.40
C -4.543 0.871 -1.107  -1.34
C -3.739 1.500 0.030  -0.59
H -4.419 1.978 0.737  0.44
H -3.195 0.716 0.560  0.16
H -5.120 1.640 -1.626  0.42
H -5.243 0.138 -0.706  0.46
H -3.020 -0.565 -1.532  -0.18
H -1.111 2.606 -1.921  0.66
H -1.225 1.101 -1.007  -0.64
H -3.326 3.310 -1.042  0.41
H 0.596 1.297 2.826  0.40
H 4.286 1.244 3.260  0.52
H 3.229 0.346 5.231  0.43

# 2
Computed, not measured: a 7-piece molecular cluster, C9H32O7 overall in a non-equilibrium geometry, with wB97M-V/def2-TZVPD.

Properties
SMILES: CC(C)O.CC(C)O.CO.CO.CO.O.O
Energy above the lowest of the compared OMol25 structures with the same formula, charge and spin (kJ/mol): 390.8
Kohn-Sham gap (eV): 10.46

Each line ends with the Mulliken charge.
Positions of all 48 atoms, in Å:
C -16.817 -26.262 -9.835  -0.44
O -17.236 -27.472 -10.466  -0.51
H -16.058 -26.485 -9.085  0.21
H -16.447 -25.547 -10.569  0.23
H -17.643 -25.785 -9.307  0.21
H -16.937 -27.576 -11.372  0.31
C -19.710 -21.062 -12.814  -0.44
O -19.627 -20.370 -14.051  -0.52
H -19.114 -20.658 -11.995  0.21
H -20.781 -21.061 -12.612  0.23
H -19.270 -22.046 -12.978  0.21
H -20.243 -20.602 -14.750  0.31
C -22.520 -15.495 -13.022  -0.51
O -22.395 -14.264 -13.691  -0.50
H -21.609 -15.634 -12.440  0.21
H -23.487 -15.532 -12.519  0.30
H -22.501 -16.335 -13.715  0.19
H -22.918 -13.638 -13.185  0.31
C -21.424 -18.767 -20.334  -1.08
C -22.849 -18.960 -19.904  0.34
C -23.908 -18.900 -21.044  -1.21
O -22.956 -20.201 -19.340  -0.56
H -21.389 -18.084 -21.183  0.32
H -21.090 -19.739 -20.697  0.30
H -20.786 -18.574 -19.472  0.30
H -23.092 -18.301 -19.071  0.26
H -24.909 -19.217 -20.751  0.33
H -23.530 -19.564 -21.822  0.29
H -24.149 -17.964 -21.548  0.35
H -22.633 -20.848 -19.970  0.35
C -16.938 -16.868 -6.595  -1.11
C -15.806 -17.655 -5.936  0.42
C -14.824 -16.886 -5.050  -1.09
O -16.367 -18.623 -5.045  -0.56
H -17.383 -17.134 -7.554  0.30
H -16.610 -15.884 -6.930  0.31
H -17.729 -16.712 -5.861  0.25
H -15.257 -18.197 -6.706  0.23
H -13.931 -17.503 -4.954  0.29
H -15.219 -16.659 -4.059  0.31
H -14.503 -15.966 -5.538  0.32
H -16.944 -18.252 -4.373  0.33
O -18.184 -15.043 -15.721  -0.64
H -18.624 -15.806 -16.097  0.31
H -18.871 -14.586 -15.236  0.33
O -15.009 -19.170 -15.434  -0.64
H -15.017 -18.305 -15.023  0.32
H -15.827 -19.578 -15.150  0.32

# 3
Computed, not measured: C6H9NO2 as an isolated structure in a non-equilibrium geometry, with wB97M-V/def2-TZVPD.

Properties
Energy above the lowest of the compared OMol25 structures with the same formula, charge and spin (kJ/mol): 916.9
Kohn-Sham gap (eV): 9.00

Each line ends with the Mulliken charge.
Positions of all 18 atoms, in Å:
C -1.707 -0.662 0.109  0.22
C 0.955 -1.333 0.543  -0.33
C 1.699 -0.262 -0.330  -0.78
C 0.567 0.635 -0.249  -0.01
C -0.504 1.787 -0.361  -0.59
C -1.193 0.902 0.676  0.24
H -0.570 -2.266 -1.087  0.33
H 0.975 -1.017 1.665  0.34
H 1.664 -2.170 0.233  0.34
H 2.482 0.001 0.192  0.42
H 2.041 -0.295 -1.425  0.25
H -0.197 0.031 -1.004  0.20
H -0.819 1.964 -1.513  0.22
H -0.292 2.872 -0.137  0.28
H -1.789 1.534 1.433  0.39
N -0.520 -1.526 0.137  -0.49
O -2.888 -0.784 -0.118  -0.53
O 0.095 0.590 1.238  -0.49

# 4
Computed, not measured: C25H28Cl2N10O4SY as an isolated structure, with wB97M-V/def2-TZVPD.

Properties
Energy above the lowest of the compared OMol25 structures with the same formula, charge and spin (kJ/mol): 60.9
Kohn-Sham gap (eV): 7.04
Total charge: +1

Each line ends with the Mulliken charge.
Positions of all 71 atoms, in Å:
Y 0.129 0.964 0.855  0.91
Cl 4.954 4.838 -2.452  -0.20
C 4.211 3.791 -1.292  0.25
C 2.835 3.883 -1.102  -0.76
C 2.192 3.039 -0.205  0.09
N 0.803 2.967 -0.004  0.20
C -0.049 3.892 -0.472  0.20
O 0.168 4.879 -1.163  -0.75
C -1.483 3.667 -0.003  0.54
C -2.443 4.620 -0.308  -0.82
C -3.726 4.461 0.180  -0.28
C -4.020 3.352 0.963  -1.02
C -3.013 2.439 1.205  0.01
N -1.769 2.580 0.732  0.08
C 2.964 2.125 0.563  -0.36
C 4.336 2.051 0.366  -0.50
C 4.956 2.870 -0.574  -0.03
Cl 6.663 2.718 -0.807  -0.20
N 2.240 1.331 1.470  0.26
C 2.796 0.726 2.535  0.20
O 3.971 0.648 2.856  -0.75
C 1.756 0.119 3.479  0.38
C 2.195 -0.531 4.621  -0.73
C 1.261 -1.026 5.513  -0.33
C -0.089 -0.854 5.243  -0.99
C -0.444 -0.202 4.078  0.05
N 0.450 0.272 3.207  -0.06
H 2.267 4.608 -1.663  0.66
H -2.143 5.466 -0.909  0.51
H -4.490 5.196 -0.035  0.45
H -5.004 3.197 1.381  0.41
H -3.205 1.562 1.813  0.43
H 4.929 1.367 0.953  0.60
H 3.260 -0.615 4.779  0.51
H 1.579 -1.533 6.414  0.45
H -0.853 -1.208 5.920  0.42
H -1.490 -0.042 3.837  0.48
N -1.950 -0.682 0.694  -0.30
C -1.553 -1.927 0.001  0.00
C -2.308 -3.149 0.548  -1.10
C -2.058 -4.505 -0.120  -1.20
C -2.393 -4.571 -1.607  -0.92
N -1.404 -3.813 -2.367  -0.09
C -1.588 -3.350 -3.583  0.73
N -2.587 -3.818 -4.349  -0.39
N -0.778 -2.394 -4.051  -0.31
C -0.021 -2.082 0.022  0.44
O 0.493 -2.937 -0.729  -0.96
O 0.640 -1.304 0.751  -0.55
H -2.296 -0.897 1.627  0.25
H -2.729 -0.258 0.198  0.37
H -1.819 -1.785 -1.048  0.39
H -3.378 -2.921 0.489  0.40
H -2.073 -3.247 1.614  0.54
H -2.684 -5.242 0.385  0.46
H -1.026 -4.821 0.028  0.38
H -3.390 -4.158 -1.796  0.48
H -2.396 -5.618 -1.925  0.55
H -0.564 -3.509 -1.820  0.29
H -2.992 -4.715 -4.143  0.23
H -2.741 -3.449 -5.272  0.22
H -0.309 -1.759 -3.405  0.03
H -0.855 -2.090 -5.007  0.21
N 2.543 1.129 -2.761  -0.34
C 1.851 0.169 -2.157  0.66
N 2.488 -0.870 -1.645  -0.13
S 0.121 0.279 -2.113  -0.56
H 3.541 1.222 -2.624  0.21
H 2.048 1.970 -3.016  0.24
H 3.496 -0.897 -1.616  0.24
H 1.972 -1.615 -1.179  0.18

Number 1: HOMO level -8.992 eV. Number 2: HOMO level -10.223 eV. Number 3: HOMO level -8.808 eV. Number 4: HOMO level -9.485 eV.